# C8H14N4

An isolated molecule of C8H14N4 (ωB97M-V with the def2-TZVPD basis set, OMol25).

```
26
Properties=species:S:1:pos:R:3:forces:R:3:mulliken_charge:R:1
C 4.44105 0.25269 0.43079 4.23 -0.12 -0.49 0.46
C 0.87539 0.66953 0.71408 -2.41 -1.29 1.80 -1.01
C 2.13653 0.25489 1.06984 1.69 0.84 0.53 1.18
C -0.64370 0.56163 -1.17166 0.41 -0.52 3.63 -0.33
C 2.39153 -0.43710 2.40651 0.31 0.31 -1.77 -1.43
C 1.42926 1.69417 -1.50904 -1.85 -0.73 0.59 -1.14
C -0.90112 -1.61418 -0.17625 -1.09 -1.38 0.78 -1.04
C -2.88601 -0.24906 -0.66071 -1.76 -0.01 -3.75 -1.04
N 5.62771 0.18088 0.29747 -3.26 -0.11 0.75 -0.66
N 3.18748 0.52560 0.30535 -1.77 -0.06 -0.45 -0.62
N 0.44290 1.01467 -0.53841 0.79 -0.49 -3.65 0.16
N -1.48511 -0.33605 -0.57132 1.51 -1.40 0.63 0.12
H 0.03409 0.33185 1.38920 1.08 0.61 -0.91 0.44
H -0.93853 0.98452 -2.06507 -0.38 1.17 -1.77 0.58
H 2.02325 -1.42774 2.37310 -0.65 -1.11 0.08 0.32
H 2.12684 0.02583 3.31357 -0.80 0.90 0.83 0.38
H 3.44363 -0.51338 2.39097 1.32 -0.33 0.50 0.39
H 1.64916 1.13036 -2.39571 0.87 -1.36 0.42 0.40
H 0.86618 2.41699 -2.01976 -0.89 1.97 0.07 0.43
H 2.23756 2.03068 -0.92342 0.90 0.43 0.06 0.37
H -0.25592 -1.62778 0.66854 0.57 0.79 1.00 0.30
H -1.64090 -2.40970 0.12562 0.13 1.20 -0.69 0.37
H -0.28408 -2.05165 -0.92112 0.35 -0.24 -1.22 0.36
H -3.41335 -0.18630 0.23880 -0.45 -0.28 1.84 0.37
H -3.05875 0.74527 -1.11073 -0.39 -0.48 -0.15 0.38
H -3.45340 -1.07484 -1.33487 1.55 1.69 1.35 0.27
```
Positions in Å, forces in eV/Å.

Values from the calculation:
E_tot (eV): -14479.2302
Energy above the lowest of the compared OMol25 structures with the same formula, charge and spin (kcal/mol): 132.5
Largest force on an atom (eV/Å): 4.3
Gap between HOMO and LUMO (spin up / spin down) (eV): 6.86 / 6.87